Entry 1:
ORCA calculation (the ωB97M-V functional and the def2-TZVPD basis) on a structure of composition C28H32MoN11.

Summary:
**LUMO (alpha / beta)**: -0.4063 / -0.4048 hartree
**Total charge**: +3
**HOMO (alpha / beta)**: -14.93 / -14.93 eV
**Energy above the lowest of the compared OMol25 structures with the same formula, charge and spin**: 0.00 kcal per mole

CARTESIAN COORDINATES (ANGSTROEM)
Mo1 -0.0955 0.8078 0.7281
C1 -1.3766 0.2690 2.8063
N1 -0.6420 1.4452 2.3928
C2 -0.7869 2.7729 2.7587
C3 -0.3104 3.6000 1.8186
C4 -0.1681 5.0232 1.6151
C5 0.4477 5.1835 0.4247
C6 0.6062 3.8633 -0.1462
N2 0.1783 2.9343 0.6677
C7 -2.8322 0.3538 2.4693
C8 -3.8281 -0.0869 3.3288
C9 -5.1581 0.0358 2.9463
C10 -5.4902 0.5900 1.7176
C11 -4.4951 1.0273 0.8469
C12 -3.1742 0.9086 1.2364
H1 -1.1247 -0.0386 3.8243
H2 -0.8861 -0.5780 2.1923
H3 -1.2463 3.0256 3.7057
H4 -0.4579 5.7855 2.3208
H5 0.7438 6.1027 -0.0530
H6 1.0474 3.6291 -1.1056
H7 -3.5786 -0.5216 4.2888
H8 -5.9389 -0.3001 3.6146
H9 -6.5292 0.6876 1.4343
H10 -4.7576 1.4624 -0.1072
H11 -2.4055 1.3155 0.5486
C13 1.4998 -0.7327 -5.2732
C14 0.6547 -1.9355 -4.8734
C15 1.4170 -2.9013 -3.9747
C16 -0.6842 -1.5239 -4.2618
N3 -0.4913 -0.8012 -2.9711
C17 -0.1803 0.4837 -2.7544
N4 -0.0823 0.6405 -1.4480
N5 -0.2987 -0.5787 -0.9136
N6 -0.5574 -1.4485 -1.8084
H12 2.3731 -1.0574 -5.8363
H13 1.8867 -0.2012 -4.3963
H14 0.9505 -0.0312 -5.9036
H15 0.3590 -2.4661 -5.7834
H16 1.7620 -2.4065 -3.0601
H17 2.3042 -3.2659 -4.4893
H18 0.8139 -3.7647 -3.6940
H19 -1.3143 -2.3705 -3.9962
H20 -1.2454 -0.8363 -4.8935
H21 -0.0718 1.2361 -3.5184
C18 1.7749 -2.0268 1.6439
C19 2.4649 -0.7512 1.3218
N7 1.8791 0.4256 0.9805
C20 2.9146 1.3314 0.7485
C21 4.0881 0.7111 0.9716
N8 3.7830 -0.5969 1.3190
C22 4.8121 -1.6687 1.5715
N9 6.0855 -1.1166 1.8259
N10 6.8526 -0.7383 0.7413
N11 7.9112 -0.1957 1.1544
C23 7.9278 -0.2110 2.5379
C24 8.8983 0.2367 3.4328
C25 8.6264 0.0682 4.7786
C26 7.4339 -0.5324 5.2197
C27 6.4686 -0.9827 4.3448
C28 6.7442 -0.8039 2.9854
H22 0.7285 -1.9973 1.3491
H23 1.8224 -2.2334 2.7153
H24 2.2345 -2.8645 1.1183
H25 2.7357 2.3532 0.4736
H26 5.1057 1.0481 0.8941
H27 4.8676 -2.2753 0.6674
H28 4.4651 -2.2670 2.4108
H29 9.8167 0.6829 3.0779
H30 9.3465 0.3921 5.5172
H31 7.2772 -0.6490 6.2835
H32 5.5656 -1.4570 4.7057


Entry 2:
ORCA calculation (the ωB97M-V functional and the def2-TZVPD basis) on a structure of composition C27H26GeN6O4PdS.

Summary:
**LUMO (alpha / beta)**: -0.1509 / -0.1462 hartree
**Total charge**: +1
**HOMO (alpha / beta)**: -11.28 / -11.68 eV
**Multiplicity**: 2
**Energy above the lowest of the compared OMol25 structures with the same formula, charge and spin**: 24.75 kcal per mole

CARTESIAN COORDINATES (ANGSTROEM)
Pd1 0.5245 -0.2852 -1.5265
C1 1.0398 5.1335 -2.0543
C2 2.0016 4.0156 -1.9239
N1 3.2821 4.1154 -1.8125
N2 3.7299 2.8248 -1.7332
C3 2.7571 1.9142 -1.7889
S1 2.8688 0.2384 -1.7224
N3 1.6357 2.6787 -1.9154
N4 0.3622 2.1286 -1.9678
H1 1.5877 6.0703 -2.0027
H2 0.2989 5.1100 -1.2530
H3 0.5178 5.0847 -3.0114
H4 4.7145 2.6364 -1.6382
H5 -0.2329 2.5973 -1.2903
H6 -0.0133 2.2200 -2.9074
C4 -3.2285 0.9602 -1.7597
C5 -2.7838 -0.4572 -1.7935
N5 -1.5359 -0.8910 -1.8362
C6 -1.5836 -2.2677 -1.8564
C7 -2.8848 -2.6665 -1.8361
N6 -3.6205 -1.5096 -1.8044
C8 -3.6144 -3.9634 -1.7439
O1 -2.8955 -5.0561 -1.7601
O2 -4.8183 -3.9311 -1.6461
C9 -0.3266 -3.0703 -1.7712
O3 -0.4012 -4.2973 -1.7682
O4 0.7511 -2.3875 -1.6838
H7 -2.3596 1.6088 -1.6779
H8 -3.8750 1.1527 -0.9025
H9 -3.7773 1.2223 -2.6648
H10 -4.6317 -1.5181 -1.7935
H11 -1.9098 -4.8517 -1.8145
C10 -2.6029 -3.8010 1.9704
C11 -1.2361 -3.9987 2.0955
C12 -0.3544 -2.9758 1.7793
C13 -0.8266 -1.7422 1.3202
C14 -2.2061 -1.5588 1.2100
C15 -3.0885 -2.5738 1.5357
Ge1 0.4964 -0.3998 0.9167
C16 2.2879 -0.8935 1.4125
C17 2.8847 -2.0279 0.8561
C18 4.1547 -2.4124 1.2495
C19 4.8425 -1.6697 2.2032
C20 4.2567 -0.5452 2.7645
C21 2.9826 -0.1571 2.3706
C22 0.0544 1.4487 1.3083
C23 1.0263 2.4439 1.1670
C24 0.7382 3.7687 1.4583
C25 -0.5339 4.1202 1.8990
C26 -1.5037 3.1410 2.0626
C27 -1.2104 1.8140 1.7731
H12 -3.2915 -4.6012 2.2074
H13 -0.8542 -4.9524 2.4341
H14 0.7088 -3.1481 1.8864
H15 -2.6052 -0.6182 0.8492
H16 -4.1557 -2.4195 1.4377
H17 2.3654 -2.5992 0.0923
H18 4.6112 -3.2906 0.8123
H19 5.8354 -1.9723 2.5096
H20 4.7870 0.0260 3.5153
H21 2.5323 0.7135 2.8339
H22 2.0309 2.1784 0.8526
H23 1.5106 4.5234 1.3703
H24 -0.7593 5.1518 2.1365
H25 -2.4853 3.4074 2.4323
H26 -1.9710 1.0612 1.9381


Entry 3:
ORCA calculation (the ωB97M-V functional and the def2-TZVPD basis) on a cluster of 2 separate species, C3H9NS2 in total at a distorted geometry.

Summary:
**LUMO**: 0.0263 hartree
**HOMO**: -8.14 eV
**Energy above the lowest of the compared OMol25 structures with the same formula, charge and spin**: 27.30 kcal per mole
**Structure (SMILES)**: C=CN.CSS

CARTESIAN COORDINATES (ANGSTROEM)
C1 0.0854 0.7581 5.5454
C2 -0.3782 -0.3702 5.0320
N1 -1.5370 -0.5838 4.3232
H1 -0.4231 1.7180 5.4722
H2 1.0790 0.8349 5.9403
H3 0.0541 -1.3155 5.3516
H4 -2.2426 0.1291 4.2801
H5 -1.7661 -1.5094 4.0229
C3 -0.9974 0.9949 -2.1532
S1 -0.2125 -0.2210 -3.2896
S2 1.6741 -0.2556 -2.6672
H6 -1.8527 1.4245 -2.6630
H7 -0.2071 1.6993 -1.9099
H8 -1.1751 0.5025 -1.2066
H9 2.1927 0.8246 -3.2874